ORCA calculation (ωB97M-V with the def2-TZVPD basis set) on the molecule C5H3NO2.

Computed properties:
- SMILES = O=CC1=NC=CC1=O

Positions of all 11 atoms, in Å:
O (-1.3551, -2.1989, -1.1840)
C (-0.6134, -1.2893, -1.6040)
C (-0.0862, -0.3420, -0.5895)
N (0.3066, 0.8298, -0.9205)
C (0.5633, 1.5502, 0.2968)
C (0.4249, 0.8086, 1.4099)
C (-0.1174, -0.5264, 0.9247)
O (-0.3697, -1.5320, 1.6018)
H (-0.3771, -0.8974, -2.6301)
H (0.9646, 2.5786, 0.2288)
H (0.6596, 1.0189, 2.4660)

***

ORCA calculation (ωB97M-V with the def2-TZVPD basis set) on a structure of composition C5H3NO2.

Positions of all 11 atoms, in Å:
C (2.0412, 0.0414, -0.0045)
C (0.3757, -1.0114, -0.1869)
C (-1.0853, -1.0336, 0.1971)
C (-0.4994, 1.1213, -0.2352)
C (0.6421, 0.3600, -0.2570)
H (-1.7389, -1.9286, 0.1355)
H (-2.5376, 0.7751, 0.1928)
H (-0.3890, 2.3599, -0.3337)
N (-1.5961, 0.2064, 0.2932)
O (3.1369, 0.5345, 0.3106)
O (1.6503, -1.4251, -0.1120)

***

ORCA calculation (ωB97M-V with the def2-TZVPD basis set) on the ion C5H3O2S2 with charge -1.

Computed properties:
- SMILES = O=C1C=C([O-])C(=S)[C@H]1S
- charge = -1

Positions of all 12 atoms, in Å:
O (1.1483, 1.9303, -0.2359)
C (0.6896, 0.8647, 0.1265)
C (0.1983, 0.4510, 1.3917)
C (-0.6696, -0.7078, 1.4012)
O (-1.2812, -1.2250, 2.3417)
C (-0.9158, -1.0322, 0.0249)
S (-2.2209, -1.7870, -0.6105)
C (0.3392, -0.2126, -0.8882)
S (0.1870, 0.3743, -2.5601)
H (0.0456, 1.0811, 2.2758)
H (1.1800, -1.0645, -0.7959)
H (1.2994, 1.3279, -2.4713)

***

Number 1: gap between HOMO and LUMO 8.148 eV. Number 2: gap between HOMO and LUMO 8.246 eV. Number 3: gap between HOMO and LUMO 7.100 eV.